# 1
Below is 2 unconnected molecules or ions with the total composition C26H34N5O3P, with properties calculated with the ωB97M-V functional and the def2-TZVPD basis.

Computed properties:
- SMILES: [H]/N=C\Cc1cc(CCC(=O)Nc2ccccc2)c([PH2]=O)c2nc(CCCC)cnc12.CNC(C)=O
- Energy relative to the best compared isomer or geometry (same formula, charge and spin): 1966.1 kJ/mol
- E_HOMO: -8.28 eV
- LUMO level: -1.19 eV

ORCA input file:
```
! wB97M-V def2-TZVPD RIJCOSX def2/J DEFGRID3
* xyz 0 1
H 2.807 5.502 4.127
N -0.564 -0.226 3.411
H 4.660 3.051 2.837
H 0.934 -0.569 5.713
H -0.467 0.492 6.082
H 4.822 3.811 4.588
H -3.319 -3.674 -3.681
H 1.162 1.176 5.930
O -1.611 -1.378 -4.726
C 1.845 4.169 2.448
H -1.300 -3.709 -1.157
H 0.531 -5.832 -3.575
C 2.578 -5.242 -2.437
C -1.917 -1.432 -1.521
H 4.659 -4.275 -1.438
C -4.309 2.210 -2.121
O 2.251 -1.269 -0.175
N 0.826 1.443 -0.017
H 1.005 4.999 2.451
H -6.581 1.499 -1.347
C 0.262 0.633 4.075
C -5.529 1.950 -1.012
C 0.482 0.412 5.545
C 2.142 -2.285 -3.840
C -0.568 -0.708 -0.852
H 2.439 4.633 0.293
N -0.175 -3.318 -5.066
H -4.757 1.960 -3.173
C 2.160 3.653 0.902
O 0.800 1.556 3.466
C 4.060 3.520 3.745
C 1.271 -4.926 -3.429
P 0.830 -1.943 -0.325
H 0.052 -2.847 -5.972
N -1.718 3.436 -0.867
H 3.856 5.452 2.511
N -5.371 2.194 0.346
H 3.113 2.955 0.848
H -1.112 -1.505 5.004
C 1.029 -3.447 -4.158
C -1.284 -1.361 3.937
C -3.020 1.233 -1.714
C 3.713 -4.061 -2.119
H 3.328 2.709 4.190
H -4.409 2.575 0.524
H -4.152 -0.875 -2.405
H 0.906 -3.053 -1.276
C -0.434 3.868 -0.213
H -0.334 5.032 0.035
C 3.441 -2.604 -2.852
H 2.028 -1.213 -4.326
H -0.960 -2.250 3.391
H -1.745 -4.644 -3.318
C -1.663 1.945 -1.046
H 2.750 -6.318 -1.948
H -4.045 3.351 -2.115
H -3.145 -3.332 -1.225
C -1.353 -2.640 -4.364
C -0.453 0.943 -0.625
C 3.146 4.809 3.215
C -3.149 -0.410 -1.954
H 0.394 -2.484 0.960
C -2.102 -3.047 -1.730
H -0.660 -0.009 2.425
H -2.350 -1.198 3.758
C -2.201 -3.543 -3.290
C 0.832 2.930 0.195
H 1.411 3.277 3.111
H 4.229 -1.754 -2.654
*
```

=====

# 2
Below is a molecular structure, C26H34O2PtS8Sb, with properties calculated with the ωB97M-V functional and the def2-TZVPD basis.

Computed properties:
- Energy relative to the best compared isomer or geometry (same formula, charge and spin): 162.2 kJ/mol
- E_HOMO (spin up / spin down): -10.58 / -10.64 eV
- LUMO level (spin up / spin down): -4.85 / -5.30 eV

ORCA input file:
```
! wB97M-V def2-TZVPD RIJCOSX def2/J DEFGRID3
* xyz 1 1
H -3.017 -0.599 -2.186
H 0.439 -4.343 0.587
C -0.545 3.632 -2.722
C -2.644 -2.047 2.401
H 4.544 -0.324 0.422
C -2.807 -1.381 -1.459
H 1.895 1.033 -4.790
C 1.479 -0.145 -1.630
Pt 0.113 -0.005 -0.094
H -3.211 -2.288 3.301
O -0.138 2.544 1.770
H -2.633 4.609 5.379
H -0.730 -3.873 -1.585
O -1.189 0.583 1.591
H -4.453 -0.625 -0.347
Sb 2.187 0.667 1.341
H 2.909 3.055 0.289
H 4.483 -0.309 2.196
H -1.133 4.730 -0.017
H -0.910 3.819 3.777
H 0.926 0.813 3.748
C -1.867 3.318 3.849
H 2.781 -1.625 -0.755
S -1.449 1.829 -0.844
H 2.415 3.199 1.991
C -2.113 2.215 3.037
C -2.832 3.759 4.740
C 1.247 0.556 -2.812
H -0.993 -2.759 3.555
C 2.992 2.613 1.280
H 3.667 -1.596 1.292
C -1.358 2.547 -2.362
C 3.924 -0.537 1.289
S -3.732 -2.455 1.012
H -5.280 1.529 4.032
H 1.268 -3.037 -0.247
C -4.058 3.112 4.809
S -0.990 -1.525 -1.449
H -4.816 3.462 5.498
C -0.060 4.567 -0.075
H -2.907 -0.305 0.407
H 2.675 1.010 3.933
H 4.300 -1.763 -2.630
C -3.478 -1.062 -0.131
C -1.044 1.771 2.087
C 1.892 0.443 3.429
C -1.316 -2.784 2.514
H -2.471 -0.974 2.408
H 0.214 3.651 0.436
S 0.145 -2.167 1.613
C -4.318 2.023 3.988
C 0.327 -3.319 0.229
H 4.041 2.577 1.572
H 3.903 -0.428 -4.684
H -1.410 -3.836 2.234
C 3.452 -1.092 -2.692
H -1.772 -3.433 -0.217
C -0.841 -3.206 -0.729
S -1.874 2.559 -6.568
H 1.990 -0.607 3.705
H 0.374 1.174 -2.915
C 2.585 -0.995 -1.610
C -3.347 1.574 3.109
C 3.231 -0.351 -3.840
S -0.504 4.022 -4.405
H 0.462 5.423 0.354
H -3.161 -2.320 -1.892
C -1.575 2.758 -4.996
S 0.494 4.611 -1.791
S -2.240 1.830 -3.692
C 2.114 0.466 -3.893
H -3.553 0.736 2.457
*
```

=====

# 3
Below is a single C26H34O7 molecule, with properties calculated with the ωB97M-V functional and the def2-TZVPD basis.

Computed properties:
- SMILES: CO[C@@H]1[C@H](OC(=O)/C=C/C=C/C=C/C=C/C(=O)O)CC[C@]2(CO2)[C@H]1[C@@]1(C)O[C@@H]1CC=C(C)C
- Energy relative to the best compared isomer or geometry (same formula, charge and spin): 285.1 kJ/mol
- E_HOMO: -8.35 eV
- LUMO level: -1.13 eV

ORCA input file:
```
! wB97M-V def2-TZVPD RIJCOSX def2/J DEFGRID3
* xyz 0 1
C -2.210 -0.507 3.238
H 4.136 -0.927 1.023
H -2.667 -0.179 2.312
H 0.590 -0.421 -2.780
C -0.236 4.449 -8.328
H 1.009 -1.570 4.071
H 0.305 0.173 1.854
H 3.499 -2.509 0.515
H -2.648 1.041 8.191
H 0.558 0.624 5.466
H 3.459 -2.046 2.237
C -1.042 0.887 6.780
H -0.527 2.449 8.142
C 1.005 1.632 -6.301
H 0.059 1.338 -4.398
O 0.816 -2.169 -1.094
H -1.089 -3.968 -0.374
O 2.679 -3.405 -1.377
C 1.908 -2.556 -1.770
H 1.771 1.249 -6.964
C 0.472 3.377 -7.926
C 1.548 -0.124 -4.683
H -0.974 -3.570 1.347
C 1.357 -0.799 -3.441
C -2.242 0.320 7.487
H 0.025 -1.914 6.273
C 0.017 5.081 -9.622
C -0.301 0.172 5.943
H -2.067 0.365 3.874
H -1.978 -0.585 8.032
C -0.805 0.317 -0.522
H 1.254 -3.645 0.249
O 2.133 -1.014 1.024
H -2.689 -2.103 0.730
H -0.601 6.530 -10.699
H -2.885 -1.200 3.734
H -2.100 -1.924 -0.924
H 2.315 -0.509 -5.342
C 0.995 -1.785 1.330
O -1.843 0.492 0.402
H -1.016 4.890 -7.726
H -1.133 0.143 -1.540
C 0.605 -2.762 0.186
C -0.150 -0.810 1.690
H -0.486 3.098 -6.025
C -0.075 -1.550 4.177
H -1.589 2.950 6.831
H 0.129 2.667 6.514
C -1.792 -1.983 0.121
O -0.794 6.134 -9.836
H 2.874 -2.262 -3.665
C 0.281 2.709 -6.682
O -0.757 -2.522 3.423
H -1.591 -1.527 5.688
C -1.095 -0.692 0.503
H 0.049 0.974 -0.407
O 0.844 4.733 -10.431
C -0.538 -1.268 5.589
H 1.237 2.997 -8.592
H -3.023 0.064 6.772
C 3.366 -1.674 1.209
H 1.209 -2.430 2.194
C -0.733 2.323 7.079
C 2.079 -1.863 -3.050
C -0.874 -1.186 2.995
C -0.855 -3.176 0.337
C 0.824 0.955 -5.062
*
```

=====

# 4
Below is a molecular structure, C26H35AsIN4OPdSSi, with properties calculated with the ωB97M-V functional and the def2-TZVPD basis.

Computed properties:
- Energy relative to the best compared isomer or geometry (same formula, charge and spin): 29.7 kJ/mol
- E_HOMO: -3.96 eV
- LUMO level: 2.43 eV

ORCA input file:
```
! wB97M-V def2-TZVPD RIJCOSX def2/J DEFGRID3
* xyz -1 1
C 3.222 -1.096 0.598
C 1.636 -0.513 -1.850
O 0.291 -2.346 2.112
As 1.672 -0.027 0.084
C -1.710 3.363 1.780
C 4.625 1.436 -4.245
H -2.632 -2.871 2.073
Pd -0.645 -0.008 1.281
H -5.131 0.515 1.217
H 1.892 2.476 -0.307
H 5.380 1.933 -4.840
H 1.768 -1.596 -1.855
H -0.003 -4.801 -0.464
I 0.208 0.005 4.579
H -2.547 0.541 3.134
H -4.729 -1.558 2.512
C 2.590 1.701 0.009
H 1.755 -4.745 -0.346
H 2.984 -2.154 0.497
H -3.342 5.164 -2.646
N -2.471 2.350 2.113
N -2.320 -0.521 -0.320
C 3.919 -0.425 -2.893
C -2.571 4.464 -2.331
S -0.890 2.077 -1.333
C 0.286 2.359 2.635
H -5.285 3.955 -1.824
H -1.558 -5.036 1.816
C -3.380 0.214 -0.002
H 1.343 2.381 2.869
H 4.130 -1.387 -2.440
C -4.583 3.209 -1.502
C 3.373 2.014 -4.071
C 2.660 0.147 -2.707
C -2.549 2.242 -1.242
Si 0.664 -3.848 1.781
C 4.892 0.210 -3.652
C -2.077 -1.616 0.424
H -5.692 1.544 -0.613
H -1.269 -2.255 0.094
H 4.085 -0.838 -0.018
N -3.224 3.332 -1.713
C -4.780 2.026 -0.902
H -0.848 -4.962 3.435
H -0.249 -6.138 2.254
C -0.621 -5.115 2.376
H 3.072 -3.698 2.479
H 2.625 -5.382 2.145
H 0.839 -3.269 -0.659
H -1.894 4.944 -1.625
H -1.982 4.138 -3.188
H 1.429 1.838 -3.181
H 3.452 1.677 -0.659
C 2.277 -4.441 2.583
N -3.539 1.422 -0.743
H 3.151 2.970 -4.529
C -1.871 1.262 2.688
C -2.917 -2.019 1.474
H -2.208 4.207 1.309
C -0.322 3.414 2.010
C 0.837 -4.204 -0.094
H 0.622 -0.289 -2.180
H 3.439 -0.898 1.648
C -4.301 -0.129 0.968
H 2.123 -4.608 3.653
C 2.403 1.378 -3.312
C -4.052 -1.281 1.714
H 5.860 -0.259 -3.784
C -0.482 1.226 3.001
H 0.251 4.278 1.701
H 2.925 1.922 1.024
*
```

=====

# 5
Below is 3 unconnected molecules or ions with the total composition C26H35BrF16N6O8S, with properties calculated with the ωB97M-V functional and the def2-TZVPD basis.

Computed properties:
- SMILES: [H]/N=C/C[C@]1(CC(N)(N)N)NC(=O)[C@@](C[C@@H](C)Br)(N=C=O)[C@]1(CCC(=O)O)S(C)(=O)=O.FC(F)C(F)(F)COC(F)(F)C(F)F.FC(F)C(F)(F)COC(F)(F)C(F)F
- E_HOMO: -9.90 eV
- LUMO level: -0.35 eV

ORCA input file:
```
! wB97M-V def2-TZVPD RIJCOSX def2/J DEFGRID3
* xyz 0 1
H -6.625 3.716 1.771
H -4.289 3.307 3.167
C 0.850 4.972 2.628
H -2.560 4.732 -2.525
F 6.205 -4.357 -1.299
C 2.685 -5.419 -4.979
F 0.080 -4.986 -8.978
C 0.489 -4.467 -5.275
F 1.457 -6.025 -7.663
C 0.012 0.917 5.594
H -4.813 2.960 -1.028
H -6.064 4.180 0.275
F 3.560 -4.585 -0.757
O -1.549 -2.094 1.037
C -2.501 3.916 1.896
O 5.305 -2.801 0.695
O -1.472 3.919 5.410
N -4.420 2.336 -0.284
F 1.959 -6.479 -5.410
H -1.283 5.755 0.962
C 0.275 -4.150 -6.765
H -2.290 0.099 -0.554
S 0.395 3.537 1.545
H -3.066 6.087 1.382
C -1.323 1.804 0.567
H 4.492 -4.303 -5.466
F 5.607 -3.453 -3.841
C -1.189 1.019 6.657
F 1.807 -3.710 0.196
O 0.448 -0.645 1.305
F 3.659 -1.712 -0.425
O 0.482 4.065 0.058
O 1.579 2.535 1.643
F 3.491 -2.021 1.713
C 3.898 -2.613 0.557
H 5.502 -1.628 -3.064
H 0.311 5.987 2.421
C -1.315 2.734 1.906
H 0.742 4.759 3.792
H -5.899 1.816 2.694
N -2.716 1.315 3.786
O -2.595 -1.387 3.799
H 5.799 -1.173 -0.541
N -5.287 1.417 1.937
N -1.943 4.764 -1.680
H -3.075 0.282 1.132
F -0.945 -3.533 -6.876
H 3.277 -4.597 1.211
H -0.766 1.496 7.664
F 3.465 -4.697 -7.123
C 3.874 -5.097 -5.891
H 0.862 -1.571 1.177
F 4.657 -6.194 -6.081
N -2.257 4.571 3.285
C 0.278 -5.365 -7.686
C -0.979 -0.856 1.022
C -2.336 5.245 0.945
N -6.283 3.320 0.862
C 3.140 -3.931 0.357
H -0.100 -3.730 -4.716
H -3.105 5.089 3.666
H 0.618 2.597 4.233
C 5.362 -2.668 -2.757
C -2.655 -0.036 3.844
H -1.517 -0.086 6.968
C -1.430 2.015 3.429
H 0.999 1.301 6.150
H -0.520 -6.066 -7.422
H 7.097 -2.106 0.126
H -3.907 5.265 -0.888
H 2.014 5.182 2.468
H -5.974 0.880 1.326
O 1.820 -4.302 -4.784
H -4.517 1.326 -0.537
C 6.294 -3.036 -1.608
H -1.814 2.472 -0.294
F 1.190 -3.226 -7.161
H -4.613 4.702 1.986
C -0.044 1.603 4.167
C -1.712 3.488 4.184
C -2.046 0.361 0.588
C -4.901 2.655 1.095
F 3.135 -5.756 -3.740
H -2.157 1.588 6.343
H 0.552 0.911 3.397
C -2.761 5.067 -0.621
H 0.059 -5.434 -4.987
F 7.586 -2.842 -2.028
H -0.238 1.574 0.116
F 4.061 -2.854 -2.442
C 6.104 -2.205 -0.328
Br 0.388 -1.074 5.332
C -4.070 3.634 2.037
*
```

=====

# 6
Below is a molecular structure, C26H35EuO2, with properties calculated with the ωB97M-V functional and the def2-TZVPD basis.

Computed properties:
- <S²>: 12.0553
- Energy relative to the best compared isomer or geometry (same formula, charge and spin): 0.0 kJ/mol
- E_HOMO (spin up / spin down): -5.76 / -5.77 eV
- LUMO level (spin up / spin down): -1.37 / 0.08 eV

ORCA input file:
```
! wB97M-V def2-TZVPD RIJCOSX def2/J DEFGRID3
* xyz 0 7
H -0.332 6.021 -5.029
H -2.481 3.523 -3.826
H 0.585 -0.176 -2.353
H 2.024 1.472 2.676
C -1.785 -4.039 3.052
C 1.697 1.889 -0.716
H -5.594 -3.913 3.869
H 3.794 2.223 -0.622
C 1.291 -3.790 0.817
H 0.641 -3.625 -1.331
H 1.300 2.961 1.092
C -3.672 -4.738 4.415
H 0.126 -2.104 4.341
H -0.632 1.169 -2.167
H -2.275 4.837 -5.766
H -2.772 -1.918 0.516
C 1.523 -0.541 3.530
C 1.471 1.857 -2.242
H 0.776 4.944 -3.294
C 1.270 -3.269 -0.513
Eu 0.213 -1.059 0.950
C -1.600 3.223 -4.429
H 0.593 5.018 -6.145
H 3.633 -1.384 0.969
H 3.340 0.544 -0.994
C 3.089 1.416 -0.389
C 1.298 3.159 0.017
C -1.402 4.189 -5.629
C -2.641 -3.251 2.223
H 0.293 3.481 -0.267
C 2.227 -3.030 1.571
H 2.511 -0.958 3.731
H 2.543 -1.700 -1.500
H 0.735 -4.659 1.171
H -4.065 -5.338 5.238
C -2.125 -2.611 1.061
H -1.741 2.185 -4.779
C -2.296 -4.768 4.124
H 1.091 2.812 -2.581
C 0.514 4.250 -4.114
C 2.830 -2.076 0.703
C -0.112 4.986 -5.309
H -1.832 -0.454 3.495
C -0.764 -0.259 3.422
H -0.717 -4.081 2.814
O -0.431 3.260 -3.586
C -0.147 0.912 2.878
H 2.292 1.458 -2.867
H -1.385 -3.172 0.477
H 1.452 3.747 -4.427
C -4.026 -3.186 2.584
C 0.386 0.832 -1.967
C 0.274 -1.149 3.837
H -1.628 -5.371 4.735
H 2.012 3.965 -0.185
H -4.696 -2.566 1.981
C -4.525 -3.938 3.639
C 1.271 0.732 2.946
H 3.174 1.174 0.670
O 0.640 0.886 -0.493
C 2.247 -2.231 -0.593
H 2.454 -3.177 2.628
H -0.662 1.795 2.496
H -1.271 3.613 -6.555
*
```

=====

> Number 6 is which compound?

C26H35EuO2